{
  "formula": "C30H45BrN2P2STc",
  "method": "ωB97M-V/def2-TZVPD",
  "species": ["N", "C", "C", "C", "C", "C", "C", "Tc", "P", "C", "C", "C", "C", "C", "C", "C", "Br", "H", "H", "H", "H", "H", "H", "H", "H", "H", "H", "P", "C", "C", "H", "H", "H", "H", "H", "C", "C", "H", "H", "H", "H", "H", "C", "C", "H", "H", "H", "H", "H", "C", "C", "H", "H", "H", "H", "H", "C", "C", "H", "H", "H", "H", "H", "C", "C", "H", "H", "H", "H", "H", "S", "C", "N", "C", "C", "C", "C", "H", "H", "H", "H", "H"],
  "positions_angstrom": [[-4.65647, -0.07610, 6.48451], [-4.72583, -1.33134, 6.03590], [-3.59567, -2.03504, 5.60785], [-2.33655, -1.38664, 5.61587], [-2.28304, -0.07482, 6.14865], [-3.47669, 0.53807, 6.55716], [-1.16507, -1.99763, 5.02635], [1.66100, -0.84911, -0.05957], [1.74679, 0.47216, -5.00041], [0.07562, -1.41991, 5.04922], [1.05365, -1.56403, 3.98605], [2.24770, -0.78625, 4.01942], [2.98600, -0.57709, 2.85793], [2.44868, -1.12437, 1.68882], [1.54760, -2.24197, 1.67137], [0.77452, -2.36339, 2.86982], [1.00658, -0.38363, -3.04245], [-1.31202, -2.97841, 4.56323], [0.37547, -0.78043, 5.88412], [-3.69788, -3.06326, 5.26106], [-1.34535, 0.47602, 6.22053], [-5.71088, -1.80342, 6.00875], [-3.46015, 1.55849, 6.94930], [2.53006, -0.31896, 4.96459], [-0.01444, -3.11077, 2.92429], [3.89050, 0.02738, 2.82736], [1.75509, -3.19458, 1.15521], [0.94284, 1.18116, 0.37944], [1.78321, -0.95590, -6.07877], [2.87705, -1.97479, -5.73214], [1.90881, -0.56487, -7.10109], [0.79047, -1.42828, -6.02692], [2.80268, -2.81949, -6.42582], [3.88613, -1.55621, -5.83306], [2.76204, -2.37317, -4.71746], [3.38211, 1.13880, -4.65980], [4.17268, 1.56839, -5.89877], [3.93305, 0.36986, -4.09689], [3.24555, 1.99583, -3.98082], [5.15528, 1.93706, -5.57857], [4.35075, 0.73969, -6.59775], [3.68329, 2.38597, -6.44350], [0.53860, 1.72795, -5.43312], [0.62787, 2.23149, -6.87623], [0.66300, 2.56363, -4.72566], [-0.45449, 1.29244, -5.24106], [-0.17288, 2.96092, -7.04597], [1.57917, 2.73775, -7.08286], [0.49399, 1.42260, -7.60569], [-0.44771, 1.99449, -0.51007], [-0.06016, 2.86459, -1.70353], [-0.99286, 2.59216, 0.23541], [-1.12760, 1.18416, -0.81439], [-0.94744, 3.05654, -2.31989], [0.33239, 3.83855, -1.38433], [0.68701, 2.37795, -2.34169], [2.39376, 2.28400, 0.14090], [3.72347, 1.59459, 0.42160], [2.24667, 3.15034, 0.80314], [2.35329, 2.65329, -0.89314], [4.50539, 2.08095, -0.17419], [4.00673, 1.68262, 1.47717], [3.72740, 0.52062, 0.15194], [0.46250, 1.57944, 2.12589], [-0.81358, 0.87432, 2.58271], [0.34316, 2.67246, 2.17297], [1.30899, 1.30461, 2.77020], [-0.91374, 0.95637, 3.67298], [-1.71416, 1.31741, 2.13787], [-0.79898, -0.20001, 2.33394], [-0.09050, -2.23221, -0.78605], [-1.49843, -1.87821, 0.14954], [-2.29632, -0.83537, -0.25673], [-3.33609, -0.38798, 0.50977], [-3.66691, -1.06991, 1.66107], [-2.98523, -2.24578, 1.99317], [-1.91935, -2.66536, 1.21169], [-2.07224, -0.37574, -1.14008], [-3.85730, 0.49381, 0.14193], [-4.47726, -0.70268, 2.28889], [-3.28766, -2.83729, 2.85272], [-1.36205, -3.57880, 1.39161]],
  "mulliken_charge": [-0.441, -0.343, -0.200, 0.442, -0.138, -0.462, -0.566, -0.585, 0.218, -1.187, 0.638, -0.359, -0.742, 0.029, -1.034, -0.603, 0.035, 0.758, 0.701, 0.628, 0.469, 0.416, 0.411, 0.479, 1.007, 0.604, 0.860, 1.539, -0.447, -1.166, 0.462, 0.454, 0.404, 0.316, 0.264, -0.341, -1.220, 0.477, 0.250, 0.383, 0.326, 0.282, -0.140, -1.253, 0.237, 0.457, 0.391, 0.294, 0.371, 0.313, -1.099, 0.642, -0.738, 0.514, 0.387, -0.192, -0.741, -0.968, 0.594, 0.366, 0.446, 0.205, 0.189, -1.377, -0.367, 0.771, 0.495, 0.220, 0.503, -0.397, -0.408, 0.521, 0.036, -0.648, -0.613, -0.086, -0.901, 0.522, 0.477, 0.490, 0.702, 0.767],
  "spin_multiplicity": 4,
  "total_charge": 4,
  "s2": 3.881,
  "homo_ev": [-17.541, -18.475],
  "relative_energy_ev": 1.2620,
  "orbital_gap_ev": [5.28, 3.93]
}

{
  "formula": "C30H45Cl10F15O10",
  "method": "ωB97M-V/def2-TZVPD",
  "species": ["C", "C", "O", "C", "O", "C", "F", "F", "F", "H", "H", "H", "H", "H", "C", "C", "O", "C", "O", "C", "F", "F", "F", "H", "H", "H", "H", "H", "C", "C", "O", "C", "O", "C", "F", "F", "F", "H", "H", "H", "H", "H", "C", "C", "O", "C", "O", "C", "F", "F", "F", "H", "H", "H", "H", "H", "C", "C", "O", "C", "O", "C", "F", "F", "F", "H", "H", "H", "H", "H", "Cl", "C", "C", "Cl", "H", "H", "H", "H", "Cl", "C", "C", "Cl", "H", "H", "H", "H", "Cl", "C", "C", "Cl", "H", "H", "H", "H", "Cl", "C", "C", "Cl", "H", "H", "H", "H", "Cl", "C", "C", "Cl", "H", "H", "H", "H"],
  "positions_angstrom": [[-5.97585, 5.70598, 0.35324], [-4.70005, 6.31704, -0.39962], [-5.14285, 7.53879, -0.95511], [-5.35955, 8.65530, -0.19519], [-5.09808, 8.68695, 1.04586], [-5.85401, 9.85719, -1.01291], [-4.78254, 10.47002, -1.56581], [-6.71613, 9.45071, -2.02195], [-6.54040, 10.68047, -0.25003], [-5.93425, 6.00290, 1.40120], [-5.83419, 4.62564, 0.38311], [-6.93851, 5.88911, -0.12408], [-4.47396, 5.63401, -1.21843], [-3.86340, 6.36436, 0.29742], [2.99149, 3.04466, 11.76774], [3.82182, 1.81128, 11.70615], [4.86729, 1.82591, 10.73495], [4.53529, 1.59100, 9.43915], [3.42612, 1.30736, 9.01574], [5.75504, 1.83648, 8.54358], [6.28835, 0.67166, 8.20781], [5.42369, 2.37516, 7.36465], [6.80933, 2.42304, 9.10764], [2.42776, 3.15540, 12.69406], [2.25713, 3.04563, 10.96224], [3.66265, 3.89055, 11.61902], [3.20053, 0.91764, 11.76539], [4.38400, 1.73927, 12.63720], [-4.40360, -1.23191, -7.16841], [-5.20163, -2.03902, -8.26402], [-4.49635, -2.04677, -9.53562], [-5.02465, -2.63622, -10.65988], [-5.91571, -3.48518, -10.57544], [-4.60774, -2.09833, -12.02418], [-5.40780, -1.06039, -12.39412], [-3.34115, -1.70155, -12.05238], [-4.77907, -3.04375, -12.98056], [-4.96554, -0.90063, -6.29516], [-4.23774, -0.23931, -7.58714], [-3.37688, -1.55122, -6.98949], [-6.18253, -1.57737, -8.37728], [-5.35943, -3.09189, -8.03024], [-4.12326, -9.15046, -9.29883], [-4.70983, -8.97659, -7.85376], [-3.70587, -8.54572, -7.00112], [-4.01235, -8.26992, -5.69880], [-5.17187, -8.44369, -5.22801], [-2.87353, -7.74322, -4.84096], [-1.73123, -7.78154, -5.55128], [-3.09816, -6.49358, -4.47960], [-2.74400, -8.41846, -3.73665], [-4.84939, -9.25844, -10.10454], [-3.35644, -9.92229, -9.23279], [-3.52001, -8.26563, -9.50193], [-5.22095, -9.86573, -7.48458], [-5.41236, -8.15166, -7.97224], [-1.45303, -6.13823, 5.61884], [-0.53817, -6.37420, 6.83575], [-0.74729, -7.58606, 7.51929], [-0.15005, -7.72520, 8.70176], [0.73726, -6.97353, 9.19848], [-0.67366, -8.90350, 9.50150], [-1.19863, -8.46104, 10.62458], [-1.65387, -9.62469, 8.92967], [0.29067, -9.74073, 9.79783], [-2.46870, -5.98391, 5.98312], [-1.51984, -6.91491, 4.85701], [-1.18941, -5.21804, 5.09744], [-0.54280, -5.56212, 7.56281], [0.50284, -6.40914, 6.51451], [-4.85489, 2.31390, 9.92579], [-4.50330, 1.85491, 8.24058], [-5.20941, 2.56060, 7.11445], [-6.84055, 1.97860, 6.93714], [-4.77445, 0.79918, 8.23790], [-3.43821, 2.07072, 8.15623], [-4.71576, 2.24825, 6.19421], [-5.24742, 3.64818, 7.17636], [2.81428, -0.04442, -6.08182], [3.58588, 1.53229, -6.39826], [2.57097, 2.56483, -6.81476], [1.43766, 2.87152, -5.50486], [4.32105, 1.43765, -7.19743], [4.17173, 1.70047, -5.49461], [2.01366, 2.23593, -7.69187], [3.00254, 3.48446, -7.20989], [11.44302, 1.69206, 1.40836], [10.19423, 0.87912, 0.37866], [10.67352, 0.93217, -1.03616], [9.52308, 0.03967, -2.11108], [9.27080, 1.36026, 0.70097], [10.01367, -0.17448, 0.59181], [11.62964, 0.41557, -1.12025], [10.67671, 1.96913, -1.37199], [7.89042, 7.48773, -5.19151], [8.13779, 8.89469, -4.09663], [8.33234, 8.40425, -2.60398], [10.01644, 7.83109, -2.27879], [7.30210, 9.58853, -4.18775], [9.01056, 9.49549, -4.35238], [7.65776, 7.60270, -2.30305], [8.10966, 9.27965, -1.99389], [3.20953, 2.15029, 0.31010], [2.73543, 0.45784, 0.59099], [1.27050, 0.13509, 0.15935], [-0.06540, 0.74914, 1.13226], [2.92593, 0.16211, 1.62267], [3.36826, -0.07719, -0.11708], [1.09132, -0.92830, 0.00061], [1.04596, 0.48858, -0.84699]],
  "mulliken_charge": [-1.100, -0.229, -0.306, 0.390, -0.546, 0.868, -0.230, -0.246, -0.217, 0.308, 0.370, 0.328, 0.329, 0.280, -1.135, -0.212, -0.291, 0.401, -0.516, 0.852, -0.268, -0.236, -0.230, 0.376, 0.292, 0.316, 0.318, 0.334, -1.149, -0.214, -0.253, 0.380, -0.513, 0.839, -0.240, -0.225, -0.230, 0.376, 0.332, 0.307, 0.291, 0.302, -1.184, -0.193, -0.201, 0.355, -0.543, 0.862, -0.243, -0.246, -0.231, 0.362, 0.326, 0.321, 0.333, 0.283, -1.165, -0.208, -0.223, 0.403, -0.552, 0.852, -0.253, -0.250, -0.242, 0.311, 0.319, 0.360, 0.358, 0.290, -0.189, -0.472, -0.314, -0.186, 0.317, 0.282, 0.237, 0.325, -0.180, -0.430, -0.408, -0.173, 0.282, 0.308, 0.290, 0.312, -0.198, -0.440, -0.410, -0.208, 0.318, 0.313, 0.308, 0.318, -0.182, -0.435, -0.426, -0.180, 0.298, 0.322, 0.324, 0.279, -0.190, -0.335, -0.490, -0.186, 0.323, 0.248, 0.325, 0.304],
  "spin_multiplicity": 1,
  "total_charge": 0,
  "homo_ev": -10.836,
  "smiles": "CCOC(=O)C(F)(F)F.CCOC(=O)C(F)(F)F.CCOC(=O)C(F)(F)F.CCOC(=O)C(F)(F)F.CCOC(=O)C(F)(F)F.ClCCCl.ClCCCl.ClCCCl.ClCCCl.ClCCCl",
  "relative_energy_ev": 4.2248,
  "orbital_gap_ev": 11.00
}

{
  "formula": "C30H45Cl32O7PS",
  "method": "ωB97M-V/def2-TZVPD",
  "species": ["C", "C", "C", "C", "C", "C", "C", "C", "C", "C", "C", "C", "C", "C", "C", "C", "C", "O", "S", "O", "O", "O", "C", "C", "C", "C", "C", "P", "O", "O", "O", "H", "H", "H", "H", "H", "H", "H", "H", "H", "H", "H", "H", "H", "H", "H", "H", "H", "H", "H", "H", "H", "H", "H", "H", "H", "H", "H", "H", "H", "H", "H", "H", "H", "H", "H", "H", "H", "H", "H", "H", "H", "H", "H", "H", "H", "Cl", "C", "Cl", "Cl", "Cl", "Cl", "C", "Cl", "Cl", "Cl", "Cl", "C", "Cl", "Cl", "Cl", "Cl", "C", "Cl", "Cl", "Cl", "Cl", "C", "Cl", "Cl", "Cl", "Cl", "C", "Cl", "Cl", "Cl", "Cl", "C", "Cl", "Cl", "Cl", "Cl", "C", "Cl", "Cl", "Cl"],
  "positions_angstrom": [[-2.07576, 4.09230, 1.03887], [-2.77087, 5.13590, 0.04971], [-3.33544, 6.38427, 0.83488], [-2.24324, 7.28801, 1.54351], [-1.31625, 8.10359, 0.55593], [-0.03823, 7.33399, 0.03110], [0.86719, 6.67782, 1.16074], [1.37599, 5.23130, 0.71416], [1.47925, 4.20360, 1.90987], [1.79940, 2.72379, 1.43654], [1.82823, 1.66660, 2.62544], [0.84262, 0.44264, 2.41017], [-0.67073, 0.87789, 2.32936], [-1.61374, -0.05756, 1.43770], [-1.44119, 0.25618, -0.10286], [-0.55408, -0.77691, -0.99430], [0.81381, -0.08279, -1.34491], [1.78549, -1.17320, -1.01164], [2.95533, -1.31663, -2.23529], [3.11725, -2.70194, -2.72465], [4.13042, -0.63277, -1.64571], [2.13022, -0.35275, -3.29731], [1.10654, 0.54069, -2.75821], [0.03676, 0.50754, -3.90183], [-1.38405, 1.10546, -3.53655], [-1.94413, 2.09163, -4.67000], [1.96949, 1.84745, -2.48273], [1.14067, 3.46287, -2.89694], [1.07443, 3.64147, -4.40396], [2.20424, 4.67738, -2.33101], [-0.31554, 3.72094, -2.09909], [-2.63554, 3.11807, 1.07380], [-1.98620, 4.52177, 2.07734], [-1.03378, 3.86291, 0.69005], [-3.66866, 4.62329, -0.41617], [-2.08318, 5.39152, -0.80007], [-3.98370, 5.96465, 1.66787], [-4.03158, 7.03016, 0.22150], [-1.69700, 6.64671, 2.28425], [-2.81239, 8.05431, 2.15544], [-1.02967, 9.10028, 1.01031], [-1.94167, 8.36225, -0.35066], [0.60261, 8.09455, -0.51090], [-0.29126, 6.53941, -0.72791], [1.80413, 7.31044, 1.22048], [0.42126, 6.69019, 2.18887], [2.42584, 5.36090, 0.30578], [0.74941, 4.78607, -0.11544], [2.32358, 4.54338, 2.58008], [0.53799, 4.24322, 2.53901], [2.84814, 2.76393, 1.00617], [1.07089, 2.44487, 0.61025], [2.87290, 1.26806, 2.70245], [1.48518, 2.18779, 3.57053], [1.02536, -0.27708, 3.25067], [1.17772, -0.08892, 1.47560], [-1.02883, 0.92067, 3.40157], [-0.68232, 1.93669, 1.94931], [-1.52880, -1.15847, 1.64190], [-2.67028, 0.24636, 1.71933], [-2.48877, 0.31908, -0.53017], [-1.03243, 1.31040, -0.13674], [-1.20795, -1.05067, -1.86334], [-0.39767, -1.70377, -0.37423], [0.97099, 0.62256, -0.47326], [-0.07440, -0.55619, -4.26185], [0.44822, 1.09094, -4.77409], [-1.46426, 1.54322, -2.50428], [-2.10850, 0.23191, -3.54621], [-2.93587, 2.45825, -4.28851], [-1.22215, 2.90380, -4.93336], [-2.18862, 1.41796, -5.54758], [2.89899, 1.78349, -3.12174], [2.33913, 1.90178, -1.41793], [1.64846, 5.35060, -1.89693], [-0.28174, 4.47902, -1.49367], [0.38456, 2.60118, 5.80165], [1.53932, 1.62179, 6.72826], [0.80723, 0.05135, 7.10784], [3.00616, 1.37569, 5.76721], [1.95485, 2.46125, 8.23438], [2.99709, -3.74444, -0.07271], [2.92019, -4.07463, 1.66127], [1.28244, -3.74347, 2.24253], [3.30276, -5.78375, 1.94805], [4.09125, -3.05632, 2.52192], [1.10645, -8.64915, 0.78600], [-0.38472, -7.88597, 1.36766], [-1.58315, -7.85672, 0.06110], [-1.02534, -8.81249, 2.74115], [-0.03297, -6.22441, 1.88202], [-3.31103, -13.15282, -0.90332], [-2.55170, -11.62453, -1.38561], [-1.73977, -10.89466, 0.00934], [-1.36440, -11.93235, -2.66716], [-3.79505, -10.50880, -1.98831], [-4.57424, -15.79471, -4.33079], [-6.06380, -15.02469, -3.75175], [-7.25035, -14.96588, -5.06951], [-6.72722, -15.96280, -2.39979], [-5.70206, -13.37698, -3.20560], [-1.94194, -8.17868, -3.61838], [-1.17308, -6.65381, -4.10402], [-0.35371, -5.92937, -2.70749], [0.01258, -6.97184, -5.38440], [-2.41066, -5.53497, -4.70900], [3.70293, -9.20991, 2.76739], [4.32753, -10.58093, 1.83153], [4.11426, -10.25914, 0.09944], [6.05172, -10.80231, 2.18391], [3.43905, -12.05090, 2.27365], [1.74106, 9.41554, 3.56385], [3.36945, 9.92432, 3.07672], [3.24753, 11.18018, 1.83000], [4.23309, 10.57001, 4.48476], [4.25601, 8.53099, 2.42769]],
  "mulliken_charge": [0.162, -0.353, -1.170, -0.411, -0.937, -0.205, -0.245, 1.793, -1.317, 1.099, -0.277, 0.061, 0.173, -1.076, 0.504, -1.200, 1.681, -0.104, 0.994, -0.543, -0.586, -0.495, 2.254, -1.705, 0.254, -1.513, -0.967, 1.418, -0.716, -0.633, -0.450, 0.338, 0.348, -0.667, 0.465, 0.042, 0.326, 0.397, 0.271, 0.331, 0.344, 0.340, 0.453, -0.006, -0.198, 0.566, 0.751, -2.138, 0.633, 0.158, 0.748, -1.412, 0.506, -0.532, 0.588, -0.514, 0.388, -0.502, 0.283, 0.362, 0.480, -0.534, 0.144, 0.514, -1.960, 0.353, 0.522, -0.247, 0.452, 0.368, 0.291, 0.410, 0.583, 0.348, 0.310, -0.072, -0.073, 0.350, -0.101, -0.072, -0.106, -0.068, 0.224, -0.136, -0.004, -0.114, 0.059, 0.028, 0.021, -0.094, 0.019, -0.081, 0.307, -0.006, -0.096, -0.131, -0.096, 0.308, -0.103, -0.101, -0.016, -0.006, 0.213, 0.009, -0.103, -0.114, -0.061, 0.334, -0.101, -0.094, -0.092, -0.086, 0.370, -0.102, -0.102, -0.105],
  "spin_multiplicity": 1,
  "total_charge": 0,
  "homo_ev": -10.630,
  "smiles": "CCCCCCCCCCCCCCCC[C@H]1OS(=O)(=O)O[C@]1(CCC)CP(=O)(O)O.ClC(Cl)(Cl)Cl.ClC(Cl)(Cl)Cl.ClC(Cl)(Cl)Cl.ClC(Cl)(Cl)Cl.ClC(Cl)(Cl)Cl.ClC(Cl)(Cl)Cl.ClC(Cl)(Cl)Cl.ClC(Cl)(Cl)Cl",
  "orbital_gap_ev": 10.55
}